Entry 1:
{"formula": "C4H10NOS", "method": "ωB97M-V/def2-TZVPD", "symbols": ["N", "C", "C", "O", "C", "C", "S", "H", "H", "H", "H", "H", "H", "H", "H", "H", "H"], "positions_angstrom": [[1.330705, -0.828283, 1.203293], [0.459731, -0.492274, 0.070920], [1.513227, -0.123440, -1.021308], [2.688231, -0.134356, -0.689944], [-0.512797, 0.555792, 0.593302], [-1.564786, 1.078945, -0.396288], [-2.727526, -0.376716, -0.653349], [1.789945, 0.043643, 1.594987], [1.945647, -1.557718, 0.836262], [0.693268, -1.235346, 1.826481], [-0.147575, -1.330844, -0.363479], [1.073342, 0.136027, -2.007633], [-0.918989, 0.167756, 1.505098], [0.160586, 1.432040, 0.855857], [-1.041795, 1.296585, -1.343628], [-2.121265, 1.962333, -0.049731], [-2.619950, -0.594138, -1.960832]], "atomic_forces_ev_per_a": [[0.12, -0.02, -0.56], [-0.15, 0.54, -2.23], [0.08, 0.53, 1.03], [-1.66, 0.09, -1.24], [1.54, 2.46, -0.70], [0.12, -1.52, -0.53], [0.06, 0.62, 0.42], [-0.22, -1.53, -0.59], [0.84, 0.42, 0.70], [-0.65, -0.76, 2.03], [0.69, 0.08, 0.91], [0.74, -0.08, 0.12], [-0.63, -0.10, 0.55], [-0.82, -0.62, 0.08], [-0.54, 0.14, 0.35], [0.32, -0.49, -0.04], [0.16, 0.24, -0.29]], "e_homo_ev": -13.030, "smiles": "[NH3+][C@H](C=O)CCS", "total_energy_ev": -18675.1385, "charge": 1}

Entry 2:
{"formula": "C4H10NP", "method": "ωB97M-V/def2-TZVPD", "symbols": ["C", "C", "C", "C", "N", "P", "H", "H", "H", "H", "H", "H", "H", "H", "H", "H"], "positions_angstrom": [[-1.741552, -1.053097, -0.119160], [-1.395020, -2.194417, -0.913446], [1.407794, -0.802903, 0.949296], [1.352340, 0.842339, -0.732360], [0.766672, -0.075808, -0.135116], [-2.374463, 0.224218, 0.551686], [-1.506860, -1.759764, -1.890484], [-0.343021, -2.577893, -0.594529], [-2.104503, -2.999416, -0.545160], [2.551776, -0.827689, 0.820803], [1.121867, -0.339963, 1.826024], [1.086840, -1.837060, 0.865946], [2.491348, 1.127230, -0.833078], [0.657691, 1.480283, -1.427100], [-0.930540, 5.623258, 1.433772], [-1.040376, 5.170681, 0.742912]], "atomic_forces_ev_per_a": [[-1.96, 2.90, 1.86], [1.11, -1.39, 2.42], [2.46, -1.11, -3.27], [0.29, 2.08, -2.75], [0.56, 0.01, 1.05], [0.79, -1.90, -0.75], [0.22, -1.06, -0.98], [-1.58, 0.74, -1.17], [0.61, 0.66, -1.29], [-1.36, 0.24, 0.46], [-0.54, 0.63, 2.03], [-0.17, -0.09, 0.52], [-1.86, -0.65, 0.91], [1.44, -1.06, 0.97], [-0.33, -1.38, -2.11], [0.33, 1.38, 2.11]], "e_homo_ev": -8.250, "total_energy_ev": -15084.2194, "charge": 0}

Entry 3:
{"formula": "C4H10NS", "method": "ωB97M-V/def2-TZVPD", "symbols": ["C", "C", "N", "C", "C", "S", "H", "H", "H", "H", "H", "H", "H", "H", "H", "H"], "positions_angstrom": [[1.662263, -2.089944, 2.374984], [0.408140, -1.702696, 1.665721], [0.811666, -0.649765, 0.564685], [-0.332243, -0.093110, -0.197002], [-0.194987, 1.300719, -0.642442], [-1.295699, 1.747182, -2.078598], [2.567603, -1.676878, 1.789098], [1.762041, -3.239236, 2.548887], [1.562541, -1.597279, 3.232783], [0.092247, -2.542338, 1.000208], [-0.434661, -1.368843, 2.398268], [1.526862, 0.043841, 0.702480], [-0.405344, -0.794896, -1.078429], [-1.275163, -0.272679, 0.429219], [-0.397908, 2.000329, 0.076446], [0.792260, 1.551611, -1.001748]], "atomic_forces_ev_per_a": [[1.75, -2.69, -3.12], [-0.13, 1.56, -3.11], [-1.49, -1.25, 1.24], [-0.70, -3.00, 0.36], [-0.11, 0.05, -2.83], [0.01, -0.21, 0.30], [-1.32, -0.99, 0.98], [-0.07, 2.08, -0.24], [0.57, 1.66, 4.06], [-0.45, 0.60, 0.81], [1.26, -0.43, -1.40], [0.04, 0.01, 1.03], [-0.42, 0.95, 0.53], [0.94, 0.53, -0.89], [-0.59, 1.53, 2.29], [0.71, -0.42, -0.02]], "e_homo_ev": -2.173, "smiles": "CCNCC[S-]", "total_energy_ev": -16634.5803, "charge": -1}

Entry 4:
{"formula": "C4H10NS", "method": "ωB97M-V/def2-TZVPD", "symbols": ["C", "C", "S", "H", "H", "H", "H", "H", "C", "C", "N", "H", "H", "H", "H", "H"], "positions_angstrom": [[-1.031043, 1.679263, -3.127506], [-0.204648, 1.710448, -1.844421], [-0.416548, 0.212778, -0.827809], [-2.086380, 1.549037, -2.883416], [-0.729569, 0.825177, -3.736516], [-0.914384, 2.594361, -3.725222], [-0.488798, 2.588580, -1.256649], [0.850542, 1.835437, -2.108616], [0.384868, -0.378991, 2.811384], [0.926196, -2.290967, 1.623786], [0.939751, -1.727439, 2.752633], [1.170904, 0.308668, 3.131198], [-0.387989, -0.352982, 3.583818], [-0.032564, -0.032552, 1.858713], [1.339004, -3.299695, 1.563844], [0.554662, -1.832979, 0.698897]], "atomic_forces_ev_per_a": [[0.05, 0.00, 0.03], [-0.04, -0.08, 0.00], [0.01, 0.00, -0.05], [-0.03, 0.01, -0.02], [-0.02, -0.02, -0.02], [0.01, 0.00, 0.02], [0.00, 0.05, -0.02], [0.01, 0.01, 0.01], [-0.08, 0.01, -0.04], [0.08, -0.10, -0.08], [-0.05, 0.07, 0.07], [0.02, 0.00, -0.01], [0.01, -0.03, 0.01], [0.07, 0.00, 0.02], [-0.01, 0.00, -0.05], [-0.02, 0.08, 0.12]], "e_homo_ev": -2.524, "total_energy_ev": -16635.5242, "charge": -1}